Record 1
Formula: C35H16BrF15GeN3O2PdS
Source: OMol25
Level of theory: ωB97M-V/def2-TZVPD

Calculated values
DFT total energy in hartree: -8332.75510
HOMO-LUMO gap (spin up / spin down) in eV: 6.7419 / 6.7183
ΔE to the lowest compared entry with this formula, charge and spin in kcal/mol: 37.35

The geometry in ORCA input format:
```
! RIJCOSX wB97M-V def2-TZVPD def2/J DEFGRID3
* xyz 1 1
Pd 1.1727 -1.0134 -0.5359
C 5.6277 -0.9517 0.8302
C 4.1506 -1.1304 0.9678
O 3.4441 -1.3090 -0.0039
C 3.6349 -1.0716 2.3866
C 2.4038 -1.0938 2.8734
C 2.1266 -1.0050 4.3392
N 1.2683 -1.1655 1.9454
N 0.2034 -1.2057 2.5628
C -1.0034 -1.1394 1.6851
O -0.9482 -0.6840 0.5751
C -2.2344 -1.5823 2.3342
C -3.3720 -1.7258 1.5328
C -4.5568 -2.1507 2.1004
C -4.6117 -2.4245 3.4654
C -3.4888 -2.2708 4.2665
C -2.2929 -1.8541 3.7049
H 5.9149 -1.0286 -0.2138
H 6.1545 -1.6976 1.4300
H 5.9143 0.0277 1.2234
H 4.4203 -0.9669 3.1265
H 3.0533 -0.8281 4.8755
H 1.6717 -1.9286 4.7019
H 1.4247 -0.2001 4.5598
H -3.3108 -1.4924 0.4765
H -5.4416 -2.2609 1.4880
H -5.5417 -2.7597 3.9062
H -3.5478 -2.4713 5.3275
H -1.4150 -1.7248 4.3207
Br -0.0468 -7.6381 -0.9020
C 0.2951 -5.8049 -0.8241
C -0.7412 -4.9007 -0.9769
C -0.4423 -3.5539 -0.9233
N 0.8020 -3.1027 -0.7220
C 1.7965 -3.9856 -0.5766
C 1.5870 -5.3486 -0.6202
H -1.7573 -5.2292 -1.1395
H -1.2087 -2.8023 -1.0561
H 2.7874 -3.5772 -0.4343
H 2.4139 -6.0333 -0.5022
F -1.0309 2.9639 -4.7542
C -2.1266 2.5771 -4.0944
C -2.0461 1.9246 -2.8736
C -3.2411 1.4809 -2.3305
F -3.2411 0.7899 -1.1763
C -4.4643 1.7179 -2.9180
F -5.5918 1.2842 -2.3591
C -4.5082 2.4102 -4.1143
F -5.6746 2.6493 -4.6979
C -3.3378 2.8369 -4.7101
F -3.3865 3.4764 -5.8733
Ge -0.3972 1.4732 -1.9525
S -0.0865 -0.6503 -2.4262
C -0.4328 2.0935 -0.0964
C -1.4897 2.7079 0.5579
F -2.6647 2.9130 -0.0380
C -1.3898 3.1531 1.8669
F -2.4257 3.7274 2.4644
C -0.2025 2.9970 2.5580
F -0.0991 3.4060 3.8148
C 0.8806 2.4102 1.9274
F 2.0310 2.2424 2.5838
C 0.7375 1.9876 0.6245
F 1.8279 1.3974 0.0415
C 1.1195 2.5454 -2.5781
C 0.9480 3.9133 -2.7185
F -0.2279 4.4794 -2.4021
C 1.9492 4.7605 -3.1467
F 1.7388 6.0663 -3.2751
C 3.1953 4.2318 -3.4274
F 4.1773 5.0262 -3.8319
C 3.4228 2.8800 -3.2585
F 4.6356 2.3816 -3.4879
C 2.3904 2.0636 -2.8318
F 2.7045 0.7676 -2.6411
*
```


Record 2
Formula: C35H18BrClF4N6NaO4
Source: OMol25
Level of theory: ωB97M-V/def2-TZVPD

Calculated values
DFT total energy in hartree: -5569.97371
HOMO-LUMO gap (spin up / spin down) in eV: 3.2959 / 3.2995
ΔE to the lowest compared entry with this formula, charge and spin in kcal/mol: 36.90

The geometry in ORCA input format:
```
! RIJCOSX wB97M-V def2-TZVPD def2/J DEFGRID3
* xyz -1 1
Na 1.3430 0.3172 -2.1852
O -3.6244 -1.5040 -2.6597
C -3.1608 -1.2451 -3.9227
C -3.7812 -1.9772 -4.9357
C -3.4016 -1.8297 -6.2544
C -2.3763 -0.9503 -6.5734
C -1.7678 -0.2207 -5.5673
C -2.1404 -0.3379 -4.2313
C -1.3322 0.6063 -3.2724
O -0.0555 0.6304 -3.5465
N -1.6468 0.3019 -1.8303
N -0.7191 -0.0094 -0.9493
C -1.0995 -0.3521 0.2341
C -0.2036 -0.6753 1.3155
Br 1.6505 -0.3136 1.0183
C -0.5236 -1.2198 2.5053
C -1.8271 -1.6797 3.0049
C -3.0591 -1.0735 2.7477
C -4.2381 -1.6338 3.2118
C -4.2196 -2.7989 3.9607
C -2.9999 -3.3694 4.2952
C -1.8222 -2.8117 3.8305
H -2.9483 -1.2185 -2.0365
H -4.5592 -2.6711 -4.6407
H -3.9002 -2.4027 -7.0267
H -2.0548 -0.8331 -7.6010
H -0.9514 0.4543 -5.7899
H -1.8221 1.6095 -3.4317
H -2.5498 0.6099 -1.4781
H -2.1623 -0.4169 0.4577
H 0.3065 -1.4443 3.1661
H -3.1144 -0.1345 2.2200
H -5.1781 -1.1467 2.9879
H -5.1439 -3.2571 4.2878
H -2.9642 -4.2488 4.9259
H -0.8741 -3.2698 4.0869
Cl 7.6327 -3.4231 -1.5090
C 6.3171 -2.2794 -1.5644
C 6.5974 -0.9033 -1.5484
C 5.5810 0.0071 -1.5971
C 4.1984 -0.3859 -1.6788
O 3.2756 0.4717 -1.7149
C 3.9564 -1.8117 -1.7058
C 2.6245 -2.3534 -1.8234
O 1.5734 -1.7423 -1.9304
C 5.0245 -2.7201 -1.6334
H 7.6299 -0.5808 -1.4971
H 5.7868 1.0703 -1.5772
H 2.5974 -3.4658 -1.8088
H 4.8153 -3.7842 -1.6361
F -0.4873 3.0503 0.1546
C 0.0535 3.0156 1.3522
C -0.7612 2.7995 2.4036
F -2.0523 2.6334 2.1649
C -0.2936 2.7977 3.7612
C 1.1237 2.9818 3.9032
C 1.9401 3.1938 2.8546
F 3.2271 3.3800 3.0870
C 1.4636 3.2551 1.5006
C 2.2786 3.5641 0.4395
C 1.7979 3.6793 -0.8942
N 1.4281 3.8229 -1.9731
C 3.6632 3.8624 0.5719
N 4.7763 4.1439 0.6170
F 1.6457 2.9626 5.1198
C -1.1341 2.6816 4.8459
C -2.5386 2.4746 4.7432
N -3.6757 2.3065 4.7514
C -0.7036 2.8293 6.1946
N -0.4403 2.9820 7.3033
*
```


Record 3
Formula: C35H20BrF4N4O7PPd
Source: OMol25
Level of theory: ωB97M-V/def2-TZVPD

Calculated values
DFT total energy in hartree: -5533.85374
HOMO-LUMO gap in eV: 5.0044

The geometry in ORCA input format:
```
! RIJCOSX wB97M-V def2-TZVPD def2/J DEFGRID3
* xyz -2 1
Pd -0.9519 -0.6040 -0.4155
F -4.5046 5.9462 -1.2726
C -3.5771 4.9935 -1.1362
C -2.2797 5.3336 -0.8256
F -1.9584 6.6262 -0.6802
C -1.3248 4.3446 -0.6947
F -0.0788 4.7650 -0.4590
C -1.6146 2.9902 -0.8267
P -0.3597 1.6431 -0.5721
C 0.5362 2.1405 0.9163
C 0.0020 2.8703 1.8961
C 0.5488 2.8763 3.2536
C 1.6003 2.1393 3.6031
C 2.3212 1.2696 2.6250
C 1.7417 1.2651 1.1809
C 0.7551 2.0393 -1.9779
C 1.7440 3.0168 -1.9544
C 2.5531 3.2205 -3.0655
C 2.3652 2.4628 -4.2123
C 1.3799 1.4831 -4.2408
C 0.5898 1.2612 -3.1226
C -2.9351 2.6798 -1.1778
Br -3.4861 0.9038 -1.5072
C -3.8958 3.6676 -1.3277
F -5.1590 3.3765 -1.6642
H -0.9084 3.4350 1.7245
H 0.0474 3.4889 3.9966
H 1.9693 2.1332 4.6233
H 3.3927 1.4766 2.6668
H 2.4925 1.4524 0.4127
H 1.8883 3.6125 -1.0604
H 3.3401 3.9651 -3.0313
H 3.0026 2.6187 -5.0750
H 1.2502 0.8680 -5.1231
H -0.1243 0.4443 -3.0952
C -5.0461 -2.2707 1.4569
C -5.1283 -3.5023 0.8202
C -4.0772 -3.9275 0.0305
C -2.9432 -3.1158 -0.1170
N -2.8951 -1.9192 0.4825
C -3.9008 -1.5181 1.2460
C -1.7805 -3.5150 -0.9496
C -1.5500 -4.8789 -1.1623
C -0.4793 -5.3004 -1.9326
C 0.3521 -4.3466 -2.5064
C 0.1205 -2.9921 -2.2839
C -0.9276 -2.5195 -1.4805
H -5.8435 -1.9064 2.0925
H -6.0133 -4.1192 0.9339
H -4.1316 -4.8761 -0.4865
H -3.7704 -0.5483 1.7172
H -2.1811 -5.6231 -0.6819
H -0.2797 -6.3590 -2.0592
H 1.2090 -4.6555 -3.0996
H 0.8214 -2.2837 -2.7148
O 3.1803 -0.4134 5.1331
N 3.6702 -1.2128 4.3222
O 4.5898 -1.9767 4.6377
C 3.1673 -1.1802 3.0093
C 3.7291 -1.9646 2.0491
C 3.3816 -1.9232 0.6951
C 2.3731 -1.0065 0.2009
O 2.1532 -0.7100 -0.9572
C 1.5290 -0.2763 1.2774
C 2.0327 -0.2621 2.7435
N 0.0957 -0.8153 1.2943
O -0.7068 -0.1231 2.0300
O 0.0974 -2.0912 1.3725
N 4.1477 -2.7446 -0.1834
O 4.9318 -3.5700 0.3115
O 3.9682 -2.6736 -1.3905
H 4.5284 -2.6328 2.3331
H 1.2135 -0.4519 3.4354
*
```


Record 4
Formula: C35H21F9NO2PPtS2
Source: OMol25
Level of theory: ωB97M-V/def2-TZVPD

Calculated values
DFT total energy in hartree: -3707.58458
HOMO-LUMO gap in eV: 6.8920
ΔE to the lowest compared entry with this formula, charge and spin in kcal/mol: 17.58

The geometry in ORCA input format:
```
! RIJCOSX wB97M-V def2-TZVPD def2/J DEFGRID3
* xyz 0 1
Pt -1.3510 -0.1642 -0.8039
O -4.5107 -0.2931 0.2085
C -3.9997 -0.4225 -0.8891
O -3.0478 -1.2833 -1.1989
C -4.4418 0.3851 -2.0812
C -5.7913 0.3929 -2.4111
C -6.2435 1.0476 -3.5449
C -5.3322 1.7086 -4.3559
C -3.9851 1.7089 -4.0343
C -3.5195 1.0456 -2.8995
S -1.7705 1.1975 -2.5976
H -6.4831 -0.1211 -1.7557
H -7.2977 1.0514 -3.7885
H -5.6688 2.2192 -5.2492
H -3.2749 2.2252 -4.6688
S -2.3921 -1.9174 3.3932
C -1.7426 -1.8999 1.8119
N -1.6225 -0.7332 1.2663
C -2.0747 0.2806 2.1122
C -2.1051 1.6449 1.8222
C -2.5830 2.5032 2.7858
C -3.0244 2.0259 4.0281
C -3.0024 0.6803 4.3227
C -2.5228 -0.1896 3.3454
H -1.4695 -2.8171 1.3128
H -1.7782 1.9981 0.8519
H -2.6297 3.5639 2.5801
H -3.3919 2.7249 4.7674
H -3.3482 0.3113 5.2786
F 5.8305 1.4912 -4.5296
C 4.9543 0.4971 -4.7642
F 4.4048 0.7220 -5.9650
F 5.6734 -0.6378 -4.8595
C 3.9271 0.3986 -3.6691
C 2.5778 0.3353 -3.9662
C 1.6553 0.2141 -2.9336
C 2.0912 0.1555 -1.6164
C 3.4545 0.2248 -1.3264
C 4.3714 0.3461 -2.3512
P 0.8558 -0.1279 -0.3120
C 1.3907 0.9146 1.0746
C 1.2063 0.5390 2.4052
C 1.4674 1.4370 3.4246
C 1.9036 2.7187 3.1191
C 2.0659 3.1139 1.8011
C 1.8030 2.2126 0.7817
C 2.1594 3.6741 4.2528
F 1.0398 3.8979 4.9651
F 2.6085 4.8635 3.8291
F 3.0725 3.1826 5.1114
C 1.2453 -1.8664 0.1199
C 2.2094 -2.2151 1.0589
C 2.4666 -3.5503 1.3417
C 1.7766 -4.5394 0.6633
C 0.8409 -4.2061 -0.3091
C 0.5738 -2.8754 -0.5758
C 1.9916 -5.9930 0.9866
F 2.2828 -6.7066 -0.1136
F 0.8813 -6.5369 1.5218
F 2.9881 -6.1804 1.8640
H 2.2453 0.3858 -4.9932
H 0.5935 0.1737 -3.1498
H 3.7988 0.1888 -0.2998
H 5.4304 0.4011 -2.1351
H 0.8413 -0.4503 2.6492
H 1.3210 1.1490 4.4577
H 2.3865 4.1201 1.5714
H 1.9122 2.5249 -0.2499
H 2.7693 -1.4516 1.5824
H 3.2006 -3.8173 2.0890
H 0.3135 -4.9842 -0.8457
H -0.1777 -2.6175 -1.3139
*
```


Record 5
Formula: C35H23Br3F2O10
Source: OMol25
Level of theory: ωB97M-V/def2-TZVPD

Calculated values
DFT total energy in hartree: -10021.78210
HOMO-LUMO gap in eV: 8.6559

The geometry in ORCA input format:
```
! RIJCOSX wB97M-V def2-TZVPD def2/J DEFGRID3
* xyz 0 1
C 14.9398 -15.0957 21.2410
C 13.8421 -16.0729 21.6292
O 14.4626 -16.8698 22.5939
C 15.8163 -16.7996 22.4077
O 16.6087 -17.4956 22.9336
O 16.1124 -15.8059 21.5349
F 13.5455 -16.8751 20.5434
H 14.8114 -14.1412 21.7604
H 14.8037 -14.8123 20.1971
H 12.9071 -15.6614 21.9913
C 16.7113 -9.8564 20.1242
C 16.7227 -8.3257 19.9718
O 15.3976 -7.9301 20.1844
C 14.6550 -8.9951 20.5970
O 13.5354 -8.9311 20.9806
O 15.3514 -10.1373 20.4620
F 17.1487 -7.9069 18.7562
H 17.3895 -10.1557 20.9177
H 16.9170 -10.3679 19.1869
H 17.3607 -7.8742 20.7321
C 9.3655 -10.3547 26.2812
C 9.1479 -10.8902 27.5531
C 7.8484 -10.9987 28.0147
C 6.7880 -10.4829 27.2854
C 7.0096 -9.9293 26.0279
C 8.3145 -9.8866 25.5254
C 5.9357 -9.2162 25.2853
O 6.1518 -8.6829 24.2163
C 4.5905 -9.1411 25.9303
C 3.5693 -8.4684 25.2935
C 2.2693 -8.5034 25.8183
C 2.0275 -9.1319 27.0241
C 3.0799 -9.7266 27.7148
C 4.3372 -9.8110 27.1364
C 5.4155 -10.5135 27.8747
O 5.2124 -11.0587 28.9362
H 10.3722 -10.2978 25.8834
H 9.9925 -11.2350 28.1330
H 7.6947 -11.5147 28.9533
H 8.4711 -9.5657 24.5040
H 3.7039 -7.9042 24.3815
H 1.5209 -7.8832 25.3415
H 1.0252 -9.1318 27.4340
H 2.9079 -10.3076 28.6128
C 19.9008 -16.3692 17.3934
C 18.9009 -15.4289 17.1836
C 18.4902 -14.6171 18.2279
C 19.0901 -14.7264 19.4715
C 20.0865 -15.6795 19.7002
C 20.4867 -16.4834 18.6419
C 20.6885 -15.8894 21.0423
O 21.5908 -16.6762 21.2215
C 20.0938 -15.1302 22.1798
C 20.4766 -15.4146 23.4780
C 19.9477 -14.6906 24.5442
C 18.9549 -13.7489 24.3275
C 18.5368 -13.5151 23.0329
C 19.1535 -14.1242 21.9554
C 18.5508 -13.9278 20.6069
O 17.5940 -13.1886 20.4560
H 20.3210 -16.8940 16.5453
H 18.4172 -15.3589 16.2180
H 17.7319 -13.8507 18.1330
H 21.3182 -17.1564 18.8162
H 21.1285 -16.2469 23.7050
H 20.2602 -15.0082 25.5310
H 18.4460 -13.2897 25.1648
H 17.7693 -12.7892 22.8076
C 14.4302 -10.2479 24.1611
Br 13.2345 -10.6386 25.6253
Br 15.2569 -11.8158 23.4414
Br 15.7200 -8.8893 24.5744
H 13.8018 -9.8867 23.3571
*
```


Record 6
Formula: C35H24BrF5N7O4STi
Source: OMol25
Level of theory: ωB97M-V/def2-TZVPD

Calculated values
DFT total energy in hartree: -6353.39246
HOMO-LUMO gap in eV: 6.9320
ΔE to the lowest compared entry with this formula, charge and spin in kcal/mol: 11.00

The geometry in ORCA input format:
```
! RIJCOSX wB97M-V def2-TZVPD def2/J DEFGRID3
* xyz 1 1
Ti -0.8352 -1.0224 0.2616
C 1.2057 -3.6404 -1.5862
O 1.2494 -2.2909 -1.0962
C 2.2261 -1.4964 -1.6205
C 3.2782 -1.9167 -2.4080
C 4.1538 -0.9623 -2.9228
Br 5.6011 -1.5367 -3.9827
C 3.9728 0.3793 -2.6863
C 2.9096 0.7990 -1.8801
C 2.0674 -0.1544 -1.3162
O 1.0357 0.1764 -0.5056
C 2.5790 2.2149 -1.6739
N 1.5716 2.5926 -0.9175
C 1.4922 3.9782 -1.0237
C 0.6015 4.8801 -0.4452
C 0.7586 6.2174 -0.7522
C 1.7828 6.6540 -1.6121
C 2.6737 5.7678 -2.1865
C 2.5007 4.4237 -1.8718
N 3.1828 3.2745 -2.2653
H 2.0462 -4.2052 -1.1813
H 1.2242 -3.6411 -2.6738
H 0.2595 -4.0542 -1.2655
H 3.4264 -2.9596 -2.6427
H 4.6547 1.0949 -3.1279
H 0.9470 1.2101 -0.5291
H -0.1842 4.5406 0.2204
H 0.0819 6.9475 -0.3253
H 1.8743 7.7107 -1.8292
H 3.4609 6.1071 -2.8492
H 3.9607 3.2337 -2.9009
O -0.7868 -2.7388 0.6317
C -1.3985 -3.7672 1.2844
C -0.9203 -5.0566 1.1613
C -1.5494 -6.0826 1.8464
C -2.6401 -5.8152 2.6676
C -3.0884 -4.5147 2.8025
C -2.4746 -3.4761 2.1090
C -2.9031 -2.0861 2.2670
N -2.2742 -0.9901 1.8436
C -3.0574 0.0991 2.2086
C -4.1428 -0.3451 2.8715
N -4.0247 -1.7223 2.8995
H -0.0664 -5.2535 0.5285
H -1.1835 -7.0957 1.7400
H -3.1290 -6.6157 3.2072
H -3.9151 -4.3121 3.4729
H -2.7867 1.1087 1.9683
H -4.9740 0.1769 3.3141
H -4.6995 -2.3600 3.2850
F -2.9339 3.9594 -4.1296
C -2.5620 3.1663 -3.1334
C -2.9152 3.4696 -1.8354
F -3.6154 4.5689 -1.5703
C -2.5126 2.6425 -0.8065
F -2.8271 2.9835 0.4542
C -1.7582 1.5080 -1.0317
O -1.3546 0.7369 0.0124
C -1.4088 1.2252 -2.3466
F -0.6614 0.1572 -2.6464
C -1.8032 2.0392 -3.3875
F -1.4546 1.7415 -4.6334
N -0.0722 1.4669 2.4830
C 0.6782 0.3712 2.7707
C 1.5485 0.3904 3.8749
C 2.3237 -0.7015 4.1439
C 2.2456 -1.8258 3.3148
C 1.3637 -1.7868 2.2769
N 0.5665 -0.7226 1.9986
H 0.1059 2.3130 2.9911
H -0.5544 1.5396 1.6013
H 1.5932 1.2812 4.4892
H 2.9969 -0.6904 4.9925
H 2.8500 -2.7057 3.4809
H 1.2644 -2.6283 1.6104
S -2.9260 -1.5309 -1.0505
C -2.2331 -2.7945 -1.9383
N -1.6890 -3.6486 -2.4984
*
```